Entry 1:
{
  "formula": "C15H50N16O9",
  "method": "wB97M-V/def2-TZVPD",
  "multiplicity": 1,
  "gap_ev": 8.97,
  "smiles": "COC[C@H](C)N.COC[C@H](C)N.NC(N)=O.NC(N)=O.NC(N)=O.NC(N)=O.NC(N)=O.NC(N)=O.NC(N)=O",
  "e_homo_ev": -8.943,
  "species": ["C", "O", "C", "C", "C", "N", "H", "H", "H", "H", "H", "H", "H", "H", "H", "H", "H", "C", "O", "C", "C", "C", "N", "H", "H", "H", "H", "H", "H", "H", "H", "H", "H", "H", "N", "C", "N", "O", "H", "H", "H", "H", "N", "C", "N", "O", "H", "H", "H", "H", "N", "C", "N", "O", "H", "H", "H", "H", "N", "C", "N", "O", "H", "H", "H", "H", "N", "C", "N", "O", "H", "H", "H", "H", "N", "C", "N", "O", "H", "H", "H", "H", "N", "C", "N", "O", "H", "H", "H", "H"],
  "coordinates": [[-4.417, -5.169, 0.188], [-3.647, -3.955, 0.242], [-4.366, -2.777, 0.665], [-3.502, -1.497, 0.470], [-2.563, -1.300, 1.627], [-4.263, -0.295, 0.262], [-5.209, -5.178, 0.937], [-3.801, -6.067, 0.236], [-4.894, -5.267, -0.787], [-5.253, -2.947, 0.055], [-4.714, -2.935, 1.686], [-2.962, -1.633, -0.468], [-3.021, -1.547, 2.584], [-2.328, -0.235, 1.643], [-1.672, -1.913, 1.489], [-3.527, 0.397, 0.248], [-4.578, -0.239, -0.696], [0.993, 0.074, 5.445], [2.030, -0.838, 4.959], [2.862, -0.334, 3.905], [1.933, -0.278, 2.664], [1.320, -1.605, 2.174], [2.737, 0.308, 1.629], [0.581, -0.252, 6.400], [0.139, 0.128, 4.770], [1.209, 1.134, 5.578], [3.360, 0.566, 4.267], [3.604, -1.123, 3.785], [1.114, 0.359, 2.998], [1.086, -2.178, 3.071], [2.124, -2.143, 1.673], [0.577, -1.595, 1.376], [2.145, 0.496, 0.832], [2.915, 1.254, 1.934], [1.111, 0.818, -0.686], [0.225, 1.818, -0.754], [-0.892, 1.193, -0.925], [0.381, 3.007, -0.797], [2.069, 1.106, -0.821], [0.895, -0.143, -0.462], [-0.902, 0.189, -0.815], [-1.688, 1.782, -1.122], [6.061, -1.971, -1.117], [4.976, -1.384, -0.604], [4.729, -1.660, 0.666], [4.163, -0.777, -1.257], [6.573, -2.630, -0.548], [6.005, -2.079, -2.120], [5.261, -2.381, 1.133], [4.011, -1.073, 1.065], [-4.313, 3.573, -3.460], [-3.818, 2.369, -3.162], [-2.767, 2.223, -3.914], [-4.147, 1.543, -2.347], [-3.794, 4.194, -4.065], [-5.037, 3.970, -2.878], [-2.397, 2.954, -4.504], [-2.129, 1.441, -3.901], [-0.813, -3.723, -0.548], [0.136, -2.928, -0.909], [1.279, -3.509, -0.927], [0.038, -1.787, -1.198], [-0.441, -4.574, -0.151], [-1.810, -3.562, -0.552], [1.239, -4.518, -0.934], [1.994, -2.973, -1.398], [2.358, 5.118, -0.773], [3.311, 4.991, -1.592], [3.276, 3.848, -2.141], [4.244, 5.815, -1.705], [2.319, 5.906, -0.143], [1.714, 4.342, -0.842], [4.103, 3.420, -2.534], [2.613, 3.164, -1.806], [0.693, 3.464, 2.793], [-0.462, 3.147, 3.221], [-1.403, 3.307, 2.334], [-0.575, 2.772, 4.357], [0.756, 3.810, 1.846], [1.511, 3.451, 3.384], [-2.335, 3.003, 2.579], [-1.231, 3.849, 1.500], [0.544, -0.218, -4.092], [-0.509, -0.364, -4.805], [-1.282, -1.274, -4.101], [-0.886, 0.266, -5.745], [0.701, -0.798, -3.281], [1.296, 0.402, -4.359], [-0.714, -1.925, -3.579], [-2.250, -1.423, -4.347]],
  "mulliken_charge": [-0.90, -0.36, -1.07, 1.27, -0.97, -0.82, 0.34, 0.25, 0.35, 0.46, 0.32, -0.24, 0.40, 0.23, 0.03, 0.18, 0.38, -0.63, -0.43, -0.72, 1.22, -0.89, -0.33, 0.37, 0.19, 0.29, 0.42, 0.23, -0.35, 0.63, 0.24, -0.46, 0.25, 0.35, 0.02, 0.29, 0.71, -0.96, 0.08, -0.11, -0.37, -0.03, -0.48, 0.51, -0.27, -0.62, 0.17, 0.27, 0.20, 0.17, -0.45, 0.73, -0.22, -0.66, 0.16, 0.24, 0.16, 0.02, -0.24, 0.47, -0.45, -0.42, 0.12, 0.14, 0.15, 0.26, -0.23, 0.55, -0.33, -0.75, 0.17, 0.40, 0.25, 0.10, -0.30, 0.71, -0.36, -0.69, 0.10, 0.21, 0.21, 0.17, -0.17, 0.52, -0.28, -0.62, -0.01, 0.16, 0.14, 0.21]
}

Entry 2:
{
  "formula": "C3H9ISi",
  "method": "wB97M-V/def2-TZVPD",
  "multiplicity": 1,
  "gap_ev": [8.07, 8.37],
  "e_homo_ev": [-8.501, -8.776],
  "species": ["C", "C", "C", "Si", "I", "H", "H", "H", "H", "H", "H", "H", "H", "H"],
  "coordinates": [[1.127, -1.077, -0.313], [-0.901, 1.755, 0.169], [-2.715, -0.276, 1.276], [0.531, 0.718, 0.500], [-4.205, 0.007, -0.166], [2.133, -0.950, -0.614], [1.140, -2.010, 0.321], [0.529, -1.281, -1.264], [-1.356, 2.437, 0.939], [-1.482, 1.755, -0.729], [-1.817, -0.801, 1.048], [-2.861, 0.466, 2.037], [1.605, 1.655, -0.059], [0.723, 0.281, 1.877]],
  "mulliken_charge": [-1.07, -0.83, -0.97, 0.52, 0.08, 0.36, 0.30, 0.28, 0.34, 0.41, 0.50, 0.36, -0.16, -0.12]
}

Entry 3:
{
  "formula": "C38H49BN10O6S3Sc",
  "method": "wB97M-V/def2-TZVPD",
  "multiplicity": 1,
  "gap_ev": 7.74,
  "total_charge": 1,
  "e_homo_ev": -10.255,
  "species": ["Sc", "C", "C", "C", "C", "N", "N", "B", "N", "N", "C", "C", "C", "C", "C", "S", "C", "C", "C", "C", "N", "N", "C", "C", "C", "C", "C", "S", "C", "C", "C", "C", "C", "S", "C", "C", "C", "C", "H", "H", "H", "H", "H", "H", "H", "H", "H", "H", "H", "H", "H", "H", "H", "H", "H", "H", "H", "H", "H", "H", "H", "H", "H", "H", "H", "H", "H", "H", "H", "H", "H", "H", "H", "H", "H", "H", "H", "O", "C", "C", "C", "N", "C", "C", "C", "O", "O", "C", "O", "O", "H", "H", "H", "C", "N", "C", "C", "O", "N", "C", "N", "H", "H", "H", "H", "H", "H", "H"],
  "coordinates": [[-0.296, 1.351, -0.314], [2.608, 0.196, -4.264], [2.314, -0.992, -3.400], [3.171, -2.045, -3.371], [2.916, -3.145, -2.533], [1.879, -3.145, -1.741], [1.029, -2.108, -1.730], [0.165, -2.184, -0.397], [-0.656, -3.501, -0.091], [-0.579, -4.461, -1.016], [-1.397, -5.473, -0.974], [-2.368, -5.569, 0.043], [-2.424, -4.638, 1.029], [-3.434, -4.741, 2.127], [-1.513, -3.531, 0.977], [-1.575, -2.339, 2.200], [-1.227, -6.553, -2.040], [-0.912, -5.899, -3.392], [-2.498, -7.393, -2.196], [-0.086, -7.476, -1.585], [1.251, -2.104, 0.765], [1.420, -3.301, 1.345], [2.159, -3.417, 2.405], [2.769, -2.278, 2.978], [2.689, -1.081, 2.345], [3.355, 0.150, 2.881], [1.947, -1.021, 1.122], [2.085, 0.351, 0.106], [2.275, -4.793, 3.037], [1.719, -4.706, 4.466], [3.751, -5.208, 3.064], [1.463, -5.823, 2.253], [1.165, -1.026, -2.547], [0.093, 0.331, -2.683], [3.831, -4.363, -2.471], [3.083, -5.534, -3.115], [5.139, -4.132, -3.227], [4.141, -4.683, -1.002], [3.604, 0.108, -4.697], [2.541, 1.116, -3.686], [1.875, 0.280, -5.068], [4.069, -2.014, -3.969], [-3.067, -6.395, 0.053], [-4.025, -5.650, 2.017], [-4.097, -3.874, 2.113], [-2.946, -4.738, 3.101], [-1.784, -5.355, -3.763], [-0.649, -6.668, -4.122], [-0.089, -5.191, -3.310], [-3.363, -6.769, -2.432], [-2.719, -7.980, -1.302], [-2.359, -8.096, -3.018], [0.787, -6.901, -1.284], [0.199, -8.155, -2.392], [-0.401, -8.078, -0.728], [3.298, -2.358, 3.920], [3.620, 0.013, 3.928], [2.704, 1.017, 2.773], [4.261, 0.373, 2.314], [2.316, -4.047, 5.100], [1.719, -5.697, 4.924], [0.692, -4.332, 4.453], [4.373, -4.471, 3.577], [4.135, -5.332, 2.049], [3.859, -6.160, 3.588], [0.403, -5.559, 2.236], [1.571, -6.800, 2.729], [1.805, -5.902, 1.220], [2.888, -5.341, -4.174], [2.131, -5.683, -2.614], [3.675, -6.448, -3.036], [4.968, -3.934, -4.287], [5.748, -5.034, -3.161], [5.718, -3.307, -2.803], [3.216, -4.747, -0.427], [4.770, -3.906, -0.559], [4.670, -5.635, -0.931], [-6.505, 0.348, 0.037], [-5.191, 0.572, -0.095], [-4.605, 1.825, 0.107], [-3.251, 1.932, -0.084], [-2.484, 0.886, -0.380], [-3.038, -0.299, -0.557], [-4.391, -0.514, -0.458], [-2.058, -1.356, -0.927], [-2.349, -2.278, -1.625], [-0.831, -1.092, -0.403], [-2.416, 3.190, 0.046], [-2.783, 4.111, 0.741], [-1.289, 3.062, -0.594], [-6.978, 1.161, 0.249], [-5.185, 2.699, 0.378], [-4.824, -1.485, -0.653], [-2.528, 3.211, 4.575], [-1.618, 2.732, 3.551], [-0.562, 3.562, 2.983], [-0.065, 2.650, 1.888], [0.778, 2.873, 1.025], [-0.762, 1.481, 1.898], [-1.681, 1.583, 2.881], [-2.545, 0.604, 3.109], [-2.755, 4.257, 4.380], [-2.095, 3.116, 5.571], [-3.466, 2.659, 4.538], [0.222, 3.795, 3.704], [-0.958, 4.481, 2.550], [-2.365, -0.296, 2.663], [-3.119, 0.610, 3.935]],
  "mulliken_charge": [-0.15, -1.95, 0.31, -0.63, -0.34, -0.14, 0.54, -1.41, 1.42, -1.39, -0.24, -0.42, -0.13, -1.92, 2.13, -0.80, 2.13, -1.40, -2.22, -1.35, 0.47, 0.13, 0.06, -0.82, 0.25, -1.70, 1.32, -0.43, 2.35, -1.76, -1.54, -1.73, 1.36, -0.61, 2.52, -1.47, -2.38, -1.67, 0.39, 0.37, 0.35, 0.48, 0.39, 0.47, 0.28, 0.31, 0.36, 0.47, 0.11, 0.44, 0.38, 0.46, 0.01, 0.41, 0.39, 0.46, 0.43, 0.20, 0.33, 0.36, 0.47, 0.30, 0.33, 0.20, 0.48, 0.14, 0.57, 0.20, 0.41, 0.00, 0.46, 0.47, 0.42, 0.47, 0.05, 0.43, 0.52, -0.53, 0.66, -0.61, 0.09, 0.30, -0.23, -0.51, -0.10, -0.56, 1.03, 0.33, -0.66, -0.57, 0.32, 0.50, 0.64, -1.07, 0.13, -0.77, 0.35, -0.45, 0.66, 0.41, -0.07, 0.35, 0.32, 0.38, 0.40, 0.36, -0.53, 0.23]
}

The records above yield ΔE to the lowest compared entry with this formula, charge and spin values of 6.2338; 5.9714; 0.2096 eV, respectively.